1.
This record from the OMol25 dataset describes C15H21FeN2 as an isolated structure. The level of theory is the ωB97M-V functional and the def2-TZVPD basis.

Last column: Mulliken spin population.
Element x y z (Å)
C 4.685585 -0.223098 1.277299  0.000
N 3.639783 -0.332543 0.278219  0.120
C 4.153851 -0.955248 -0.972097  0.053
N 2.381694 -0.547117 0.793346  0.614
C 1.301417 -0.395393 0.012005  -0.201
H 5.615159 -0.044590 0.698547  0.007
H 4.513272 0.583463 1.996878  0.004
H 4.824001 -1.118108 1.912637  -0.007
H 5.254924 -0.744946 -0.991163  -0.001
H 3.982982 -2.051390 -0.964324  -0.013
H 3.669443 -0.501352 -1.855246  0.009
H 0.559441 -1.192830 0.253190  0.035
H 1.420658 -0.161036 -1.054609  0.018
C 0.105166 2.038218 1.384350  0.010
C 0.484260 1.374366 0.069013  0.325
C -0.631997 1.038480 -0.790838  0.048
C -0.815666 -0.110838 -1.694340  0.083
C -2.105577 -0.006729 -2.325798  0.017
C -2.768453 1.187153 -1.800213  0.043
C -1.917604 1.760950 -0.805259  0.022
Fe -2.273454 -0.098050 -0.371840  2.477
C -3.847761 -0.278881 0.895652  0.092
C -2.569215 -0.207192 1.584569  0.008
C -1.735802 -1.285232 1.066204  0.144
C -2.501684 -1.997840 0.073879  0.093
C -3.792354 -1.376225 -0.044857  0.038
H 0.347972 1.350016 2.210646  0.009
H 0.614471 3.027297 1.536106  0.005
H -0.979808 2.188651 1.506149  0.002
H 1.471898 1.775584 -0.365039  -0.004
H -0.117799 -0.913800 -1.963278  0.007
H -2.506287 -0.637284 -3.126765  -0.001
H -3.722158 1.609843 -2.136242  0.013
H -2.118254 2.638606 -0.215582  0.010
H -4.738881 0.308660 1.150779  0.011
H -2.312636 0.448994 2.413988  -0.032
H -0.758609 -1.524865 1.434560  -0.080
H -2.178124 -2.875316 -0.450563  -0.002
H -4.633856 -1.750378 -0.619960  0.025

Atoms 1-2, force components in eV/Å:
0.3371 -0.1583 0.0944
0.0919 0.5145 -0.2722

Its HOMO energy (spin up / spin down) is -0.0184 / -0.0981 hartree. The HOMO-LUMO gap (spin up / spin down) is 3.6 / 5.6 eV. As for the charge: -1. Its lowest unoccupied orbital energy (spin up / spin down) is 0.1134 / 0.1084 Eh. Its spin multiplicity is 5.

***

2.
This record from the OMol25 dataset describes one molecule with the formula C3H6N2. The level of theory is the ωB97M-V functional and the def2-TZVPD basis.

Last column: Löwdin charge in e.
Element x y z (Å)
C 0.839684 0.276217 -1.049101  -0.308
N 1.505063 -0.140538 -0.002078  0.025
C 0.475689 -0.338280 1.016898  -0.223
C -0.861308 0.098994 0.359591  -0.206
N -0.466643 0.382299 -0.979366  -0.058
H 1.416626 0.376652 -2.007749  0.130
H 0.445167 -1.290653 1.494264  0.088
H 0.695395 0.307089 1.847735  0.089
H -1.551379 -0.732346 0.448317  0.096
H -1.406178 1.040406 0.786645  0.135
H -1.092116 0.020161 -1.915157  0.231

Atoms 1-2, force components in eV/Å:
4.9558 -1.8673 -0.2930
-1.0425 0.5676 -1.3480

Its HOMO energy is -0.3085 hartree. The HOMO-LUMO gap is 9.2 eV. As for the charge: 0. Its lowest unoccupied orbital energy is 0.0312 Eh. The SMILES is C1=NCCN1.

***

3.
This record from the OMol25 dataset describes one molecule with the formula C4H4N2. The level of theory is the ωB97M-V functional and the def2-TZVPD basis.

Last column: Löwdin charge in e.
Element x y z (Å)
N -0.862652 0.731324 0.956773  0.082
C 0.884799 0.126694 -0.252367  -0.088
C -0.216748 -0.498459 0.394353  -0.461
C -0.240060 -1.766367 0.064586  0.222
C 0.813296 0.722955 -1.531498  -0.226
N 0.863353 1.155985 -2.608920  0.144
H -1.860286 0.767258 0.880955  0.061
H -0.533838 1.247780 1.788865  0.096
H 1.752139 0.319094 0.362360  0.112
H -0.600001 -2.806264 -0.055107  0.059

Atoms 1-2, force components in eV/Å:
-1.1100 -1.5001 0.3073
2.1629 -0.2579 -1.2648

Its HOMO energy (spin up / spin down) is -0.3189 / -0.3336 hartree. The HOMO-LUMO gap (spin up / spin down) is 8.2 / 8.4 eV. As for the charge: 0. Its lowest unoccupied orbital energy (spin up / spin down) is -0.0179 / -0.0241 Eh.

***

4.
This record from the OMol25 dataset describes C40H61As3N6OPbSSbSe4 as an isolated structure. The level of theory is the ωB97M-V functional and the def2-TZVPD basis.

Last column: Löwdin charge in e.
Element x y z (Å)
Pb -0.888987 -0.107872 0.452630  1.073
O -0.655777 -0.742997 -2.319866  -0.578
N -0.796275 0.082144 -3.381234  -0.224
C -1.088160 -0.529911 -4.564917  -0.044
C -1.246151 0.204407 -5.691168  -0.035
C -1.088924 1.604667 -5.595899  -0.038
C -0.778666 2.184738 -4.406133  -0.071
C -0.594230 1.423243 -3.216312  -0.685
S -0.180973 2.106333 -1.735138  0.630
H -1.188172 -1.602199 -4.492400  0.128
H -1.487071 -0.286259 -6.620924  0.116
H -1.216054 2.221462 -6.474825  0.119
H -0.658429 3.253198 -4.311572  0.109
C 3.590901 1.787776 -1.779472  -0.296
As 3.643249 1.206487 0.065903  0.980
C 5.570713 0.971008 0.281133  -0.313
C 3.423455 2.994498 0.915140  -0.313
C 3.433242 3.308220 2.429298  -0.669
C 4.125643 4.680709 2.548715  -0.061
C 2.025030 3.483943 3.029386  -0.356
As 0.539904 2.429412 2.295208  1.059
C -0.167813 3.808312 1.090400  -0.341
C -0.756529 2.749365 3.723313  -0.297
C 4.259681 2.295773 3.227411  -0.365
As 3.476789 0.485076 3.326092  1.059
C 2.450393 0.667075 4.983749  -0.313
C 5.035765 -0.386874 4.120535  -0.308
H 4.283172 2.620135 -1.912183  0.047
H 2.579107 2.095006 -2.039010  -0.024
H 3.909615 0.949164 -2.401908  0.008
H 6.020503 1.939457 0.492528  0.038
H 5.963091 0.566490 -0.647261  -0.017
H 5.797397 0.278317 1.086607  0.013
H 2.564349 3.448820 0.420324  0.058
H 4.315185 3.437088 0.461719  0.073
H 3.632660 5.422308 1.917449  0.092
H 5.175173 4.620745 2.253399  0.089
H 4.083148 5.035696 3.579952  0.094
H 1.711621 4.523928 2.900730  0.076
H 2.053423 3.304857 4.106976  0.073
H -0.291601 4.743244 1.639483  0.038
H -1.135529 3.484583 0.713550  -0.023
H 0.488312 3.966742 0.236735  -0.020
H -0.706995 3.789251 4.049189  0.037
H -0.569270 2.086047 4.566381  0.013
H -1.752137 2.541602 3.330172  0.012
H 4.412868 2.666992 4.245379  0.086
H 5.251668 2.180359 2.785096  0.067
H 1.451377 1.050046 4.787557  -0.021
H 2.966974 1.323738 5.683724  0.036
H 2.350738 -0.320629 5.431577  0.019
H 5.827637 -0.480019 3.380430  0.013
H 4.752165 -1.386992 4.445330  0.024
H 5.405083 0.180967 4.973974  0.033
N -1.745255 -2.389253 6.753995  0.134
C -1.624768 -1.769739 5.549953  -0.313
C -2.731847 -1.183310 4.921940  -0.001
C -2.557514 -0.552513 3.710593  -0.132
N -1.382394 -0.448250 3.085481  -0.061
C -0.326794 -0.991502 3.695888  -0.224
C -0.390844 -1.660359 4.899908  -0.011
H -2.655910 -2.563181 7.138479  0.105
H -0.984655 -2.926281 7.128619  0.105
H -3.713428 -1.222318 5.373418  0.113
H -3.402386 -0.098303 3.210879  0.085
H 0.627255 -0.892006 3.191091  0.015
H 0.506408 -2.088853 5.327455  0.111
Se 0.777962 -3.509261 -2.178253  0.146
Sb 3.047089 -1.498670 -0.289287  0.037
Se 2.236289 -2.670854 1.559962  -0.005
Se 4.953782 -1.955085 -1.555259  0.067
Se 1.247127 -1.372666 -2.358729  0.320
C -3.281267 -2.915366 -2.705133  -0.060
C -3.605388 -2.474001 -1.286602  -0.213
N -3.438319 -3.562174 -0.329764  -0.068
C -4.313990 -4.721958 -0.508156  -0.211
C -5.760981 -4.333347 -0.769999  -0.075
C -2.391957 -3.583229 0.521461  -0.410
C -2.178871 -4.840148 1.330648  0.000
N -1.573973 -2.582920 0.666632  0.013
H -2.246019 -3.254081 -2.768488  0.038
H -3.412598 -2.074810 -3.389471  0.063
H -3.930227 -3.719808 -3.053059  0.073
H -4.624514 -2.089655 -1.216206  0.116
H -2.961255 -1.654647 -0.992226  0.043
H -4.285205 -5.319840 0.398428  0.100
H -3.938746 -5.354191 -1.320820  0.126
H -6.123344 -3.643396 -0.007623  0.086
H -6.380442 -5.228948 -0.734121  0.082
H -5.905523 -3.871362 -1.745338  0.069
H -2.976973 -4.977166 2.060600  0.092
H -1.233430 -4.763727 1.862391  0.081
H -2.150755 -5.728391 0.700904  0.090
H -0.875397 -2.839846 1.356854  -0.013
N -2.819248 0.589648 -0.136927  -0.099
C -3.776160 1.398140 -0.151892  -0.349
C -4.149889 2.258436 1.020683  -0.206
C -4.829679 1.718459 2.104531  -0.057
C -5.124329 2.501025 3.212136  -0.079
C -4.741308 3.834318 3.243068  -0.087
C -4.079210 4.386623 2.154655  -0.076
C -3.796746 3.603670 1.045491  -0.061
C -4.601883 1.574003 -1.402285  -0.149
C -4.280802 0.822771 -2.532432  -0.043
C -4.996558 0.968753 -3.705421  -0.077
C -6.048244 1.877962 -3.770906  -0.082
C -6.373417 2.630934 -2.654688  -0.072
C -5.655813 2.477255 -1.474115  -0.023
H -5.136828 0.679357 2.070238  0.114
H -5.659716 2.076323 4.051279  0.105
H -4.972899 4.444082 4.106119  0.104
H -3.790656 5.428833 2.166770  0.107
H -3.295990 4.037259 0.188173  0.120
H -3.444000 0.139330 -2.462041  0.077
H -4.737524 0.376821 -4.574755  0.099
H -6.610336 1.995570 -4.687388  0.104
H -7.189697 3.339239 -2.696613  0.106
H -5.930201 3.063326 -0.606877  0.112

Atoms 1-2, force components in eV/Å:
0.1260 -0.3261 0.2557
0.4665 0.0255 0.1422

Its HOMO energy is -0.3599 hartree. The HOMO-LUMO gap is 5.8 eV. As for the charge: +1. Its lowest unoccupied orbital energy is -0.1471 Eh.

***

5.
This record from the OMol25 dataset describes a 2-piece molecular cluster, C2H3O3 overall. The level of theory is the ωB97M-V functional and the def2-TZVPD basis.

Last column: Löwdin charge in e.
Element x y z (Å)
C 1.506608 0.362557 -0.009786  0.090
C 0.951022 -0.754469 0.022618  0.306
O -3.187174 0.268864 -0.194237  0.204
O -1.087364 0.114680 0.120685  -0.019
O -2.249738 -0.409398 0.135697  -0.016
H 2.518385 0.779787 0.115456  0.149
H 1.049029 1.315408 -0.460060  0.178
H 0.499230 -1.677428 0.269630  0.109

Atoms 1-2, force components in eV/Å:
0.6766 2.6864 -1.3109
-0.4809 0.6466 0.5891

Its HOMO energy (spin up / spin down) is -0.6328 / -0.6332 hartree. The HOMO-LUMO gap (spin up / spin down) is 9.6 / 9.6 eV. As for the charge: +1. Its lowest unoccupied orbital energy (spin up / spin down) is -0.2799 / -0.2808 Eh.

***

6.
This record from the OMol25 dataset describes one molecule with the formula C5H7NO. The level of theory is the ωB97M-V functional and the def2-TZVPD basis.

Last column: Löwdin charge in e.
Element x y z (Å)
C -1.802613 0.239306 -0.136119  0.031
C -0.359183 -0.510829 0.280936  -0.266
N 0.580522 -1.381509 1.106339  0.116
C 0.777998 0.062278 1.059468  -0.237
C 1.362117 0.619442 -0.260673  -0.021
C 0.246346 -0.166181 -0.995477  -0.432
O -0.061229 -0.508504 -2.109195  0.100
H -1.763252 1.034375 -0.949793  0.105
H -2.164749 0.751316 0.739987  0.056
H -2.482101 -0.491815 -0.567802  0.068
H 1.291633 -1.932650 0.588203  0.114
H 0.725952 0.560846 2.031725  0.140
H 2.263119 0.150390 -0.624598  0.104
H 1.440776 1.715332 -0.277977  0.121

Atoms 1-2, force components in eV/Å:
-0.0090 -0.9565 1.2551
-1.6957 1.2637 -0.7854

Its HOMO energy is -0.3236 hartree. The HOMO-LUMO gap is 9.7 eV. As for the charge: 0. Its lowest unoccupied orbital energy is 0.0311 Eh. The SMILES is C[C@]12N[C@H]1CC2=O.

***

7.
This record from the OMol25 dataset describes a 16-piece molecular cluster, C3H34N2O15 overall. The level of theory is the ωB97M-V functional and the def2-TZVPD basis.

Last column: Löwdin charge in e.
Element x y z (Å)
C 0.521298 -2.174827 2.269879  -0.160
C 0.421460 -1.576428 1.011670  -0.152
N 1.526888 -1.985696 0.290111  0.066
C 2.292676 -2.783735 1.127915  -0.152
N 1.700117 -2.914860 2.337238  0.046
H -0.122409 -2.109423 3.095342  0.076
H -0.354024 -0.900906 0.596951  0.122
H 1.736550 -1.707945 -0.650995  0.096
H 3.189402 -3.256500 0.830771  0.102
H 1.276704 3.300108 -0.490422  0.024
H 2.111312 2.115725 -0.949356  -0.017
O 1.602270 2.829147 -1.262233  -0.047
H 2.216134 0.024373 -3.082466  -0.004
H 2.744914 -0.134671 -1.653635  0.017
O 2.455657 -0.637660 -2.449222  -0.062
H 3.848797 0.951393 0.000018  0.095
H 2.486988 0.644373 0.607162  0.003
O 2.938926 0.768195 -0.226313  -0.035
H -1.568830 2.643040 -0.377708  0.034
H -2.760800 2.160146 0.529886  0.022
O -1.950563 2.721754 0.571389  -0.119
H 1.515413 2.204564 -2.842079  0.045
H 1.372050 2.113551 -4.401909  0.040
O 1.495148 1.572357 -3.643741  -0.062
H -0.718173 -3.506139 0.117383  0.046
H -0.665894 -2.907805 -1.313819  0.026
O -1.265852 -3.378871 -0.666093  -0.058
H -1.295673 1.806876 1.698100  0.032
H -0.990493 1.853377 3.175632  0.104
O -0.828276 1.274936 2.417017  -0.079
H -2.411795 -2.295954 -0.180297  0.066
H -2.644692 -1.405497 1.052639  -0.032
O -2.930184 -1.466110 0.166810  -0.104
H -1.220999 1.528106 -1.898858  -0.007
H -0.042740 2.522869 -1.781676  0.001
O -1.005164 2.451858 -1.830039  -0.031
H 0.075021 -2.379809 -3.246375  -0.001
H 0.984760 -1.486273 -2.472569  0.033
O 0.159989 -2.012342 -2.474149  0.013
H -4.491304 1.198611 -0.572520  0.076
H -3.601433 0.152647 0.045597  -0.008
O -3.984164 1.012936 0.222512  -0.028
H 0.770525 0.774608 2.177472  0.020
H 1.973090 -0.134930 2.674192  0.074
O 1.769474 0.673192 2.146653  -0.090
H -1.021904 -0.792919 -2.146544  0.010
H -2.124147 -0.587448 -1.087991  -0.017
O -1.675916 -0.149794 -1.819964  -0.053
H -2.909257 -0.825578 3.113388  0.025
H -1.599881 -0.233610 2.617405  0.004
O -2.141206 -1.034330 2.678953  -0.020
H 0.930577 2.908950 1.685957  0.058
H -0.363451 3.445322 0.948262  -0.002
O 0.569113 3.603556 1.085271  -0.037

Atoms 1-2, force components in eV/Å:
1.8180 -0.0919 -2.3000
-0.4266 -0.2771 0.5860

Its HOMO energy is -0.3345 hartree. The HOMO-LUMO gap is 9.3 eV. As for the charge: 0. Its lowest unoccupied orbital energy is 0.0065 Eh.

***

8.
This record from the OMol25 dataset describes a 2-piece molecular cluster, C6H10N3O4S overall. The level of theory is the ωB97M-V functional and the def2-TZVPD basis.

Last column: Löwdin charge in e.
Element x y z (Å)
C 0.515838 -3.625652 -0.322010  -0.279
C 0.281171 -1.973230 0.919227  -0.126
C -2.786245 1.778522 0.181867  -0.102
C -1.933544 0.746806 -0.512707  -0.172
C -0.386130 0.802291 -0.163118  -0.372
C 0.514521 -0.263251 -0.731225  -0.021
N 0.199422 -3.296486 0.916889  0.060
N 0.793300 -2.598911 -1.095769  0.088
N 0.577496 -1.550856 -0.309802  -0.144
O 4.151707 0.097986 0.083191  -0.421
O 2.626063 1.627677 1.361393  -0.420
O 3.325918 2.117955 -1.028206  -0.405
O -0.150675 1.134156 1.176251  -0.035
S 3.133671 1.172274 0.051872  0.512
H 0.611816 -4.658032 -0.793701  0.116
H 0.175670 -1.386680 1.757024  0.106
H -3.705569 1.956685 -0.219096  0.041
H -2.895588 1.624131 1.219619  0.067
H -2.378278 2.691625 0.198400  0.036
H -2.120545 0.892409 -1.541334  0.084
H -2.244079 -0.360720 -0.343410  0.132
H -0.231988 1.784768 -0.637888  0.141
H 1.223808 -0.138100 -1.554445  0.106
H 0.702248 1.424642 1.386986  0.007

Atoms 1-2, force components in eV/Å:
0.8336 -1.4850 -2.0643
-0.2969 -2.2675 -0.8147

Its HOMO energy (spin up / spin down) is -0.1698 / -0.1341 hartree. The HOMO-LUMO gap (spin up / spin down) is 7.9 / 6.5 eV. As for the charge: -1. Its lowest unoccupied orbital energy (spin up / spin down) is 0.1211 / 0.1044 Eh.

***

Calculated values (eV/Å) of maximum force for the records, taken in order: 3.002 6.545 2.519 0.572 3.065 2.256 7.700 4.302.
Calculated values (kcal per mole) of ΔE to the lowest compared entry with this formula, charge and spin for the records, taken in order: 19.6 35.4 129.8 45.0 238.0 103.8 0.0 45.8.